No. 1
Molecular formula: C21H38N4OS
Method: DFT, the ωB97M-V functional and the def2-TZVPD basis

Gap between HOMO and LUMO ... 9.802 eV
HOMO level ... -9.099 eV
DFT total energy ... -1515.05302 Eh
LUMO level ... 0.0258 Ha

XYZ file:
```
65
C21H38N4OS the ωB97M-V functional and the def2-TZVPD basis
S -7.56418 -4.04465 -2.29802
O -6.14876 -4.30282 -1.89381
N 8.11243 -2.23774 0.62371
N 5.79815 2.43708 -0.71748
N 7.40138 3.16230 2.33419
N 3.47689 -1.24532 1.48287
C 5.45114 1.92862 0.64188
C 4.00342 2.38811 1.19200
C -3.27812 1.92156 -0.00618
C -7.53294 -3.35813 -3.96906
C 1.31706 2.29905 0.80940
C -5.33803 -1.25347 1.33518
C 6.90948 -0.14086 1.66052
C -8.29330 -5.63242 -2.75981
C 6.11097 -0.19343 -0.80096
C 4.33535 -0.51715 1.03566
C 5.68992 0.30343 0.69681
C 6.47562 -0.57884 -1.99598
C 0.30002 3.04768 -0.24268
C -4.45266 1.26642 0.89748
C -1.09454 3.39683 0.52363
C 6.53119 2.64798 1.64100
C -4.09290 -0.20996 1.46065
C -5.46613 -1.91822 -0.14362
C 7.16262 -1.75467 1.70406
C 2.80123 2.29599 0.12406
C -1.86908 1.98822 0.79265
H 0.87960 1.23104 0.92673
H 0.79890 3.99681 -0.70174
H -0.85011 3.86984 1.56238
H 1.27832 2.89029 1.79361
H 6.71587 0.15677 2.77187
H -3.11779 1.36298 -1.01140
H 0.04244 2.33240 -1.12717
H -9.28930 -5.46893 -3.17512
H -4.38016 -2.02141 -0.54137
H -3.19356 -0.61127 0.84174
H -5.39938 1.21165 0.24220
H -8.55361 -3.26766 -4.34587
H 8.41975 -1.40931 0.08305
H -5.90150 -2.98661 -0.12936
H -1.75272 4.14754 -0.07174
H -7.07528 -2.36838 -3.92722
H 6.11186 3.41957 -0.68995
H 7.92804 0.30912 1.31328
H -7.65822 -6.13541 -3.49130
H 2.88970 1.34528 -0.54727
H -6.30100 -0.66678 1.63381
H 7.48189 -2.74317 -0.04224
H 4.11108 3.51853 1.46512
H -1.99198 1.86030 1.94579
H -4.69213 1.92538 1.82547
H -5.21846 -2.09076 2.11352
H 6.19956 -2.37338 1.78154
H 7.73592 -1.93622 2.70561
H -8.37261 -6.24969 -1.86328
H -3.62410 2.99923 -0.28075
H -6.05034 -1.22755 -0.86281
H -6.94507 -4.00135 -4.62650
H 6.82778 -1.04802 -2.97392
H 5.05695 2.27013 -1.41272
H -1.23767 1.09100 0.40501
H -3.80710 -0.13933 2.57435
H 2.83737 3.21108 -0.56839
H 3.70581 1.87841 2.19796
```

=====

No. 2
Molecular formula: C21H39N5O4P
Method: DFT, the ωB97M-V functional and the def2-TZVPD basis

Total charge ... +1
Gap between HOMO and LUMO ... 8.019 eV
HOMO level ... -10.852 eV
DFT total energy ... -1739.45080 Eh
Structure (SMILES) ... [H]/N=C\CN1CCN(CCP(=O)(OCC)OCC)/C1=[N+](/CCCCn1cccc1)COC
LUMO level ... -0.1041 Ha

XYZ file:
```
70
C21H39N5O4P the ωB97M-V functional and the def2-TZVPD basis
P 3.77322 0.81320 -1.41858
O -2.15978 3.20261 -1.85146
O 5.26077 0.43668 -1.04923
O 3.00665 -0.46798 -1.96478
O 3.69316 1.91316 -2.38278
N 1.33196 -2.04907 2.87943
N -4.13368 -2.28685 -0.13444
N -1.29833 1.99311 0.00205
N -0.47568 1.03088 2.04985
N 0.83495 2.47613 0.83459
C 2.95313 1.30018 0.13128
C -0.17831 -0.40345 1.85415
C -4.55879 -0.00958 0.71595
C 1.77142 2.17511 -0.27374
C -3.78806 -3.59488 0.02952
C -0.36802 1.81625 0.90008
C -2.15344 2.56417 -3.13170
C -3.13971 -2.93746 -1.99722
C -1.04113 3.02722 -1.08598
C 5.65386 -0.39875 0.05666
C 1.10934 -0.87136 2.48526
C 1.20189 -1.95493 -1.45261
C -3.07106 0.33257 0.93098
C -2.64820 1.38628 -0.06946
C 1.30592 2.63929 2.20953
C -4.79329 -1.50042 0.89071
C -3.17160 -4.02502 -1.09504
C 0.28223 1.79998 3.03416
C 2.65317 -1.62415 -1.18528
C 5.87925 -1.85573 -0.34768
C -3.73953 -1.88910 -1.38342
H -0.16103 -0.61595 0.78481
H -3.35599 2.21482 -0.04800
H -2.90215 0.65820 1.95425
H 2.36847 2.44688 2.32911
H -1.57575 1.63745 -3.10794
H -4.85822 0.29847 -0.28788
H -0.18427 2.73033 -1.67888
H -0.80421 3.95293 -0.55902
H 0.54751 -1.14473 -1.12482
H 0.92696 -2.86982 -0.92954
H 6.88670 -2.17242 -0.09563
H 6.58644 0.03121 0.41428
H -2.49948 -0.58055 0.77925
H -3.93295 -0.89977 -1.75849
H 3.70441 1.83809 0.71154
H 1.93357 -0.16350 2.58305
H 2.65690 0.43245 0.72173
H 1.15201 3.67608 2.50538
H 0.51474 -2.65311 2.76557
H -0.99008 -0.99949 2.27498
H -2.73305 0.96378 -1.07079
H 4.94400 -0.31550 0.88153
H -5.86316 -1.71483 0.91368
H 5.19285 -2.51821 0.18023
H 3.28228 -2.45227 -1.50917
H -3.18405 2.32464 -3.38072
H -1.73841 3.23911 -3.87830
H -0.40462 2.53203 3.46316
H -4.00477 -4.15126 0.92596
H 5.69986 -1.98432 -1.41225
H -2.74356 -2.94807 -2.99834
H 2.84683 -1.48316 -0.12032
H 1.23908 1.67448 -1.07651
H 2.15693 3.10036 -0.69826
H -5.18336 0.54577 1.41345
H 0.63377 1.23276 3.88927
H -2.79854 -5.01973 -1.27186
H 1.04090 -2.07448 -2.52262
H -4.38893 -1.80675 1.85728
```

=====

Number 1: F_max 7.7 eV Å⁻¹. Number 2: F_max 0.9 eV Å⁻¹.